ORCA calculation (ωB97M-V with the def2-TZVPD basis set) on the molecule C5H10S.

The total energy is -594.6509 hartree. The SMILES is C=CC[C@@H](C)S. Its HOMO energy is -9.05 eV. The energy above the lowest of the compared OMol25 structures with the same formula, charge and spin comes out at 27.7 kcal/mol.

The geometry in ORCA input format:
```
! wB97M-V def2-TZVPD RIJCOSX def2/J DEFGRID3
* xyz 0 1
C -2.82 -0.04 -0.39
C -1.77 -0.41 0.29
C -0.71 0.66 0.66
C 0.50 0.46 -0.31
C 1.56 1.57 -0.18
S 1.34 -1.23 -0.08
H -3.65 -0.69 -0.65
H -3.12 0.94 -0.62
H -1.53 -1.51 0.52
H -0.27 0.50 1.71
H -1.03 1.73 0.54
H 0.08 0.34 -1.29
H 2.40 1.44 -0.86
H 1.88 1.68 0.89
H 1.13 2.59 -0.37
H 2.05 -0.72 0.92
*
```

ORCA calculation (ωB97M-V with the def2-TZVPD basis set) on the molecule C4H2BrN.

The total energy is -2782.1867 hartree. The SMILES is C#CN=C=CBr. Its HOMO energy (alpha / beta) is -8.73 / -8.73 eV. The energy above the lowest of the compared OMol25 structures with the same formula, charge and spin comes out at 29.0 kcal/mol.

The geometry in ORCA input format:
```
! wB97M-V def2-TZVPD RIJCOSX def2/J DEFGRID3
* xyz 0 1
C 1.99 -0.07 -2.00
C 1.17 -0.14 -1.17
N 0.19 -0.25 -0.24
C -0.38 0.28 0.75
C -1.27 0.48 1.73
Br -2.81 -1.02 1.19
H 2.68 -0.41 -2.82
H -1.55 1.12 2.57
*
```

ORCA calculation (ωB97M-V with the def2-TZVPD basis set) on a cluster of 8 separate species, C57H73BBrFN9O7P2 in total.

The total energy is -6616.6269 hartree. Its HOMO energy is -10.75 eV. The energy above the lowest of the compared OMol25 structures with the same formula, charge and spin comes out at 0.0 kcal/mol.

The geometry in ORCA input format:
```
! wB97M-V def2-TZVPD RIJCOSX def2/J DEFGRID3
* xyz 1 1
C 8.48 -4.28 2.44
C 9.67 -4.27 1.46
C 9.66 -3.07 0.51
C 9.72 -1.73 1.24
C 9.26 -0.57 0.36
C 7.77 -0.22 0.51
C 7.52 1.27 0.71
C 6.05 1.67 0.50
C 5.51 2.54 1.64
C 4.01 2.85 1.49
C 3.16 2.38 2.68
C 2.55 0.98 2.42
C 1.07 0.93 2.81
C 0.21 -0.15 2.07
C 1.02 -1.11 1.25
C 1.88 -2.05 1.90
C 1.92 -2.10 3.43
O 0.89 -2.11 4.03
N 3.15 -2.13 4.13
C 3.37 -3.20 5.02
O 4.40 -3.75 5.09
F 2.36 -3.49 5.78
C 2.64 -2.93 1.13
P 3.82 -4.19 1.84
O 4.09 -5.14 0.54
O 5.21 -3.35 1.82
C 2.50 -2.89 -0.25
N 1.70 -2.01 -0.89
B 1.68 -2.14 -2.41
O 0.57 -1.88 -3.16
O 2.83 -2.55 -2.99
C 2.66 -3.88 -3.57
C 0.98 -1.11 -0.16
P -0.03 0.16 -1.13
O 0.29 1.56 -0.37
Br -2.07 -0.47 -0.59
H 7.99 -5.24 2.48
H 8.82 -3.99 3.44
H 7.73 -3.56 2.12
H 10.59 -4.29 2.04
H 9.63 -5.19 0.88
H 10.54 -3.17 -0.12
H 8.78 -3.11 -0.12
H 9.11 -1.78 2.15
H 10.75 -1.57 1.58
H 9.44 -0.85 -0.67
H 9.89 0.31 0.55
H 7.36 -0.76 1.36
H 7.25 -0.51 -0.40
H 8.13 1.82 -0.02
H 7.85 1.61 1.69
H 5.41 0.80 0.36
H 5.99 2.24 -0.43
H 6.09 3.46 1.64
H 5.72 2.02 2.57
H 3.66 2.38 0.57
H 3.86 3.92 1.35
H 3.83 2.33 3.53
H 2.39 3.12 2.89
H 3.09 0.29 3.07
H 2.70 0.78 1.36
H 0.93 0.81 3.88
H 0.62 1.89 2.56
H -0.29 -0.75 2.82
H -0.58 0.32 1.52
H 3.96 -2.07 3.53
H 3.32 -5.71 0.41
H 5.05 -2.44 1.54
H 3.08 -3.57 -0.85
H -0.20 -2.37 -2.86
H 3.61 -4.40 -3.54
H 1.93 -4.45 -2.98
H 2.26 -3.79 -4.57
H -0.51 1.94 0.02
N 6.15 2.26 -2.90
C 6.78 3.17 -3.64
C 7.14 2.98 -4.96
C 6.83 1.76 -5.56
C 6.17 0.80 -4.80
C 5.86 1.10 -3.49
H 7.01 4.11 -3.13
H 7.65 3.75 -5.51
H 7.10 1.57 -6.59
H 5.92 -0.16 -5.23
H 5.34 0.38 -2.87
N -0.74 -2.63 -8.11
C 0.27 -2.46 -8.97
C 1.55 -2.09 -8.59
C 1.80 -1.88 -7.24
C 0.76 -2.04 -6.34
C -0.48 -2.42 -6.82
H 0.03 -2.64 -10.01
H 2.33 -1.97 -9.33
H 2.78 -1.58 -6.91
H 0.91 -1.89 -5.27
H -1.32 -2.57 -6.15
N -3.51 0.46 2.47
C -4.78 0.37 2.08
C -5.80 -0.13 2.88
C -5.47 -0.58 4.15
C -4.15 -0.51 4.56
C -3.21 0.03 3.69
H -5.00 0.74 1.08
H -6.81 -0.16 2.51
H -6.23 -0.99 4.80
H -3.85 -0.84 5.55
H -2.17 0.12 3.99
N -6.14 1.73 -0.99
C -5.81 3.03 -0.96
C -5.44 3.75 -2.08
C -5.41 3.11 -3.30
C -5.75 1.76 -3.35
C -6.11 1.13 -2.17
H -5.85 3.50 0.02
H -5.19 4.80 -1.99
H -5.13 3.64 -4.20
H -5.74 1.22 -4.29
H -6.39 0.08 -2.17
N -9.37 1.00 0.86
C -10.50 0.81 1.54
C -10.89 1.60 2.61
C -10.07 2.64 3.00
C -8.89 2.86 2.30
C -8.59 2.02 1.24
H -11.11 -0.03 1.22
H -11.82 1.39 3.13
H -10.35 3.28 3.83
H -8.22 3.67 2.56
H -7.69 2.15 0.66
N -8.17 6.07 1.22
C -7.87 7.25 1.77
C -8.74 8.32 1.80
C -10.00 8.18 1.24
C -10.33 6.96 0.66
C -9.39 5.94 0.68
H -6.88 7.32 2.20
H -8.44 9.25 2.27
H -10.71 9.00 1.24
H -11.30 6.80 0.20
H -9.61 4.98 0.24
N -9.48 -3.53 0.26
C -8.91 -4.64 0.72
C -7.57 -4.74 1.07
C -6.77 -3.61 0.92
C -7.35 -2.44 0.44
C -8.70 -2.45 0.13
H -9.57 -5.50 0.82
H -7.16 -5.67 1.44
H -5.72 -3.64 1.18
H -6.76 -1.54 0.32
H -9.19 -1.56 -0.24
*
```

ORCA calculation (ωB97M-V with the def2-TZVPD basis set) on the ion C5H12NO with charge +1.

The total energy is -327.3950 hartree. The SMILES is [NH3+]/C=C\CCCO. Its HOMO energy is -14.63 eV. The energy above the lowest of the compared OMol25 structures with the same formula, charge and spin comes out at 40.5 kcal/mol.

The geometry in ORCA input format:
```
! wB97M-V def2-TZVPD RIJCOSX def2/J DEFGRID3
* xyz 1 1
N -1.80 -0.18 -0.65
C -0.84 -0.18 -1.83
C 0.43 -0.51 -1.64
C 1.26 -0.73 -0.41
C 1.19 0.44 0.56
C 0.27 0.19 1.77
O -0.81 1.16 1.86
H -1.27 0.00 0.21
H -2.46 0.61 -0.65
H -2.27 -1.08 -0.63
H -1.40 0.16 -2.69
H 0.91 -0.71 -2.59
H 1.10 -1.71 0.08
H 2.25 -0.89 -0.84
H 2.13 0.74 1.05
H 0.67 1.27 0.07
H 0.10 -0.89 1.76
H 0.84 0.35 2.69
H -0.31 1.97 1.89
*
```

ORCA calculation (ωB97M-V with the def2-TZVPD basis set) on a cluster of 2 separate species, C28H41O3Si in total.

The total energy is -1606.5052 hartree. Its HOMO energy is -10.82 eV.

The geometry in ORCA input format:
```
! wB97M-V def2-TZVPD RIJCOSX def2/J DEFGRID3
* xyz 1 1
C 4.22 0.30 -1.10
C 3.52 -0.05 -2.39
C 2.63 1.09 -2.87
Si 2.46 -1.62 -2.20
C 1.57 -1.97 -3.84
C 0.65 -3.17 -3.72
C 2.59 -2.13 -4.95
C 3.49 -3.17 -1.77
C 3.06 -3.69 -0.41
C 4.99 -2.97 -1.87
O 1.37 -1.33 -0.94
C -0.01 -1.28 -1.05
C -0.63 -0.08 -1.69
C -0.78 -2.26 -0.58
H 4.82 1.21 -1.21
H 3.50 0.47 -0.30
H 4.89 -0.49 -0.77
H 4.25 -0.30 -3.17
H 3.22 1.99 -3.07
H 2.08 0.83 -3.77
H 1.90 1.35 -2.10
H 0.97 -1.07 -4.02
H 0.12 -3.36 -4.66
H 1.21 -4.07 -3.46
H -0.10 -3.03 -2.94
H 2.10 -2.28 -5.92
H 3.24 -1.25 -5.03
H 3.23 -2.99 -4.77
H 3.18 -3.89 -2.54
H 3.58 -4.61 -0.14
H 3.28 -2.95 0.37
H 1.99 -3.88 -0.38
H 5.53 -3.92 -1.88
H 5.25 -2.43 -2.79
H 5.37 -2.40 -1.03
H -1.71 -0.19 -1.80
H -0.44 0.81 -1.09
H -0.20 0.08 -2.68
H -1.85 -2.23 -0.67
H -0.34 -3.13 -0.13
C 2.36 5.07 3.35
O 1.92 4.85 2.03
C 0.69 4.21 1.93
C 0.26 3.82 0.65
C -0.90 3.13 0.47
C -1.71 2.76 1.57
C -2.84 1.95 1.34
C -3.61 1.22 2.27
C -4.83 0.64 1.85
C -5.63 0.01 2.76
C -5.28 -0.06 4.13
O -6.27 -0.64 4.91
C -7.39 -0.89 4.06
C -6.94 -0.68 2.60
C -4.03 0.43 4.54
C -3.21 1.02 3.62
C -1.32 3.24 2.84
C -0.15 3.92 3.02
H 3.33 5.55 3.31
H 1.66 5.73 3.86
H 2.45 4.11 3.86
H 0.89 4.06 -0.19
H -1.21 2.84 -0.52
H -3.15 1.86 0.31
H -5.14 0.70 0.82
H -7.75 -1.91 4.26
H -8.18 -0.19 4.35
H -7.64 -0.07 2.02
H -6.80 -1.62 2.07
H -3.74 0.31 5.57
H -2.22 1.30 3.92
H -1.99 3.13 3.68
H 0.14 4.24 4.01
*
```

ORCA calculation (ωB97M-V with the def2-TZVPD basis set) on the molecule C3H8OS.

The total energy is -592.3703 hartree. The SMILES is COCSC. Its HOMO energy is -9.02 eV. The energy above the lowest of the compared OMol25 structures with the same formula, charge and spin comes out at 92.7 kcal/mol.

The geometry in ORCA input format:
```
! wB97M-V def2-TZVPD RIJCOSX def2/J DEFGRID3
* xyz 0 1
C -2.63 0.03 -0.17
O -1.09 0.47 -0.23
C -0.22 -0.34 0.63
S 1.35 -0.76 -0.22
C 1.57 1.15 0.00
H -3.36 0.60 -0.68
H -3.12 0.27 0.75
H -2.76 -1.18 -0.45
H 0.10 0.11 1.67
H -0.81 -1.48 0.94
H 2.62 1.51 0.02
H 1.22 1.94 -0.69
H 1.03 1.65 1.01
*
```

ORCA calculation (ωB97M-V with the def2-TZVPD basis set) on a structure of composition C26H64Cl4O22P4.

The total energy is -5890.7523 hartree. Its HOMO energy is -10.07 eV. The energy above the lowest of the compared OMol25 structures with the same formula, charge and spin comes out at 103.5 kcal/mol.

The geometry in ORCA input format:
```
! wB97M-V def2-TZVPD RIJCOSX def2/J DEFGRID3
* xyz 0 1
C 0.11 2.44 -5.21
Cl 0.53 1.58 -3.78
Cl 0.57 4.08 -4.75
H 0.69 2.19 -6.10
H -0.97 2.43 -5.37
C 0.86 0.41 -0.36
Cl -0.54 0.54 0.83
Cl 0.58 -1.08 -1.27
H 0.83 1.29 -1.01
H 1.84 0.34 0.11
C -5.10 1.08 1.24
O -5.91 0.20 0.40
P -5.28 -1.00 -0.51
O -4.72 -2.01 0.36
O -4.24 -0.32 -1.63
C -2.82 -0.33 -1.46
O -6.54 -1.50 -1.47
C -6.25 -2.34 -2.54
H -5.01 2.02 0.70
H -4.15 0.67 1.59
H -5.59 1.39 2.17
H -2.25 -0.93 -2.17
H -2.41 -0.61 -0.49
H -2.43 0.66 -1.71
H -6.02 -1.66 -3.37
H -7.12 -2.92 -2.86
H -5.40 -2.95 -2.25
C 0.41 -2.99 -4.36
O -0.36 -4.03 -5.01
P 0.21 -4.72 -6.40
O 1.47 -5.48 -6.19
O -1.14 -5.56 -6.84
C -1.53 -6.65 -5.98
O 0.21 -3.55 -7.53
C -0.95 -2.96 -8.09
H -0.28 -2.18 -4.12
H 1.26 -2.56 -4.91
H 0.89 -3.13 -3.40
H -1.58 -7.57 -6.56
H -2.52 -6.31 -5.67
H -0.97 -6.71 -5.05
H -0.93 -1.87 -8.07
H -1.78 -3.44 -7.58
H -0.97 -3.32 -9.12
C 7.60 -2.64 0.77
O 6.60 -2.30 1.72
P 5.50 -3.36 2.20
O 5.18 -3.43 3.63
O 4.30 -2.78 1.27
C 2.99 -3.16 1.43
O 5.81 -4.85 1.51
C 4.76 -5.78 1.26
H 7.25 -2.11 -0.11
H 7.86 -3.63 0.38
H 8.55 -2.17 1.04
H 2.94 -3.57 2.44
H 2.63 -3.95 0.78
H 2.29 -2.33 1.33
H 4.61 -5.93 0.19
H 3.89 -5.56 1.87
H 5.13 -6.65 1.80
C 3.38 4.98 1.51
O 3.55 4.45 0.20
P 4.37 3.10 -0.13
O 3.74 1.86 0.40
O 4.55 3.11 -1.77
C 3.57 3.35 -2.72
O 5.87 3.50 0.38
C 6.99 2.66 0.28
H 3.85 5.96 1.52
H 3.94 4.46 2.30
H 2.31 4.93 1.72
H 3.58 4.33 -3.18
H 2.61 3.03 -2.33
H 3.74 2.63 -3.52
H 7.51 2.69 1.24
H 7.77 2.79 -0.46
H 6.59 1.65 0.14
O -0.27 -3.35 3.95
C -0.33 -2.19 4.28
O -1.49 -1.50 4.67
C -2.58 -2.33 4.95
C -3.86 -1.62 4.60
C 0.86 -1.25 4.03
H -2.56 -2.62 6.00
H -2.54 -3.25 4.37
H -4.55 -2.42 4.32
H -3.71 -1.06 3.68
H -4.24 -0.97 5.39
H 1.79 -1.79 4.24
H 0.65 -0.34 4.58
H 0.86 -0.89 3.00
O -1.09 1.19 6.51
C -1.51 1.90 5.67
O -2.72 2.62 5.68
C -3.64 2.36 6.73
C -3.50 3.47 7.81
C -0.72 2.21 4.39
H -3.66 1.31 7.03
H -4.66 2.45 6.35
H -2.49 3.87 7.90
H -3.79 3.11 8.80
H -4.24 4.19 7.47
H -1.15 1.77 3.49
H 0.19 1.63 4.52
H -0.50 3.27 4.30
O -2.85 3.66 -3.28
C -2.76 4.61 -2.52
O -2.04 4.67 -1.35
C -1.00 3.72 -1.09
C 0.16 4.43 -0.32
C -3.76 5.68 -2.63
H -0.58 3.18 -1.94
H -1.42 2.91 -0.48
H -0.24 4.81 0.62
H 0.66 5.13 -0.99
H 0.86 3.63 -0.06
H -3.49 6.62 -2.14
H -4.70 5.44 -2.14
H -3.93 5.78 -3.70
*
```

ORCA calculation (ωB97M-V with the def2-TZVPD basis set) on the molecule C3H9N3O2.

The total energy is -434.2294 hartree. The SMILES is CC(C)NN(O)N=O. Its HOMO energy is -10.02 eV. The energy above the lowest of the compared OMol25 structures with the same formula, charge and spin comes out at 186.3 kcal/mol.

The geometry in ORCA input format:
```
! wB97M-V def2-TZVPD RIJCOSX def2/J DEFGRID3
* xyz 0 1
C 1.41 1.19 0.20
C 0.98 -0.33 -0.09
C 0.59 -0.50 -1.52
N -0.01 -0.73 0.90
N -1.22 -0.17 0.69
O -2.11 -0.86 -0.20
N -1.79 0.63 1.54
O -3.01 0.91 1.27
H 0.56 1.98 -0.09
H 2.28 1.28 -0.26
H 1.65 1.29 1.20
H 1.83 -0.90 0.34
H 0.30 -1.44 -1.44
H -0.24 0.04 -1.75
H 1.55 -0.47 -2.15
H 0.10 -1.60 1.16
H -2.87 -0.32 0.18
*
```

ORCA calculation (ωB97M-V with the def2-TZVPD basis set) on a cluster of 2 separate species, C2HF2O2S in total.

The total energy is -825.2116 hartree. Its HOMO energy is -2.79 eV. The energy above the lowest of the compared OMol25 structures with the same formula, charge and spin comes out at 17.5 kcal/mol.

The geometry in ORCA input format:
```
! wB97M-V def2-TZVPD RIJCOSX def2/J DEFGRID3
* xyz -1 1
C 1.58 -1.24 -0.38
C -1.40 1.28 0.53
O 1.44 -2.27 0.17
O 2.16 -0.37 -0.86
F -0.27 1.92 1.12
F -1.81 2.23 -0.47
S -0.66 -0.18 -0.39
H -1.04 -1.35 0.27
*
```

ORCA calculation (ωB97M-V with the def2-TZVPD basis set) on a cluster of 2 separate species, CH3F3P in total.

The total energy is -680.4968 hartree. Its HOMO energy (alpha / beta) is -18.33 / -18.33 eV. The energy above the lowest of the compared OMol25 structures with the same formula, charge and spin comes out at 92.6 kcal/mol.

The geometry in ORCA input format:
```
! wB97M-V def2-TZVPD RIJCOSX def2/J DEFGRID3
* xyz 1 1
C 0.22 -0.13 0.10
F 2.47 0.14 1.66
F 2.89 -0.52 -0.69
F 2.03 -2.73 1.28
P 1.87 -0.59 0.42
H -0.42 -0.64 0.99
H -0.11 -0.45 -0.82
H 0.24 1.00 0.10
*
```

ORCA calculation (ωB97M-V with the def2-TZVPD basis set) on the molecule C20H20N2O3.

The total energy is -1109.3502 hartree. The SMILES is Cc1ncc(CO)c(CNc2ccc(Oc3ccccc3)cc2)c1O. Its HOMO energy is -7.97 eV. The energy above the lowest of the compared OMol25 structures with the same formula, charge and spin comes out at 59.3 kcal/mol.

The geometry in ORCA input format:
```
! wB97M-V def2-TZVPD RIJCOSX def2/J DEFGRID3
* xyz 0 1
C -3.55 -3.56 0.14
C -3.89 -2.11 0.03
N -5.12 -1.73 0.35
C -5.44 -0.46 0.27
C -4.57 0.54 -0.16
C -5.06 1.97 -0.21
O -4.40 2.83 0.70
C -3.27 0.16 -0.52
C -2.24 1.17 -0.97
N -1.37 1.58 0.12
C -0.14 0.98 0.35
C 0.31 0.80 1.66
C 1.56 0.29 1.92
C 2.40 -0.07 0.88
O 3.61 -0.64 1.20
C 4.73 -0.34 0.47
C 5.74 -1.30 0.45
C 6.92 -1.03 -0.22
C 7.11 0.18 -0.87
C 6.10 1.13 -0.84
C 4.92 0.88 -0.17
C 1.97 0.09 -0.43
C 0.72 0.62 -0.70
C -2.92 -1.19 -0.39
O -1.69 -1.67 -0.67
H -3.23 -3.94 -0.83
H -2.72 -3.69 0.83
H -4.41 -4.11 0.49
H -6.45 -0.22 0.56
H -4.97 2.36 -1.23
H -6.11 2.00 0.08
H -3.51 3.01 0.40
H -2.74 2.06 -1.37
H -1.64 0.76 -1.79
H -1.88 1.73 0.98
H -0.34 1.08 2.48
H 1.90 0.15 2.94
H 5.58 -2.23 0.96
H 7.70 -1.78 -0.23
H 8.03 0.38 -1.39
H 6.24 2.08 -1.33
H 4.14 1.63 -0.13
H 2.61 -0.19 -1.25
H 0.43 0.77 -1.73
H -1.05 -0.96 -0.82
*
```